Entry 1:
{"formula": "C19H21N3O5S2", "method": "wB97M-V/def2-TZVPD", "spin_multiplicity": 1, "energy_ha": -2073.29129, "e_above_lowest_kj_mol": 397.8, "lumo_energy_ha": 0.0168, "homo_energy_ev": -8.8, "max_force_ev_per_a": 3.99, "gap_ev": 9.217, "species": ["C", "C", "N", "O", "C", "C", "C", "S", "O", "O", "N", "C", "C", "C", "C", "C", "C", "C", "C", "C", "C", "N", "S", "C", "O", "O", "C", "C", "C", "H", "H", "H", "H", "H", "H", "H", "H", "H", "H", "H", "H", "H", "H", "H", "H", "H", "H", "H", "H", "H"], "xyz": [[-2.4405, -0.4406, -5.7758], [-1.9134, -1.8022, -5.4232], [-1.2873, -2.7068, -6.1547], [-1.0304, -3.8854, -5.3953], [-1.4636, -3.6507, -4.1386], [-1.0835, -4.5296, -2.9669], [-1.9530, -2.4013, -4.1334], [-2.7298, -1.5240, -2.7801], [-2.9802, -2.3623, -1.5852], [-3.8846, -0.6598, -3.0821], [-1.3767, -0.5633, -2.3844], [0.0374, -1.0251, -2.4766], [0.6503, -0.3344, -1.2891], [0.3784, 1.0461, -1.0735], [0.9303, 1.6995, 0.0460], [1.8173, 1.0069, 0.9080], [2.2919, 1.4892, 2.2416], [3.5700, 1.3554, 2.7633], [3.9690, 2.0525, 3.8371], [2.9915, 2.5961, 4.6030], [1.6205, 2.5117, 4.2368], [0.5329, 3.1083, 4.9829], [-1.1038, 2.7937, 4.9088], [-1.0990, 1.0518, 5.3053], [-1.6030, 3.2005, 3.5700], [-1.7250, 3.5856, 5.9179], [1.2902, 1.9985, 2.9638], [2.2159, -0.2772, 0.6380], [1.5391, -0.9855, -0.4279], [-3.4044, -0.2105, -5.3565], [-2.6184, -0.4996, -6.8983], [-1.8040, 0.3700, -5.5731], [-0.0299, -4.4774, -2.6489], [-1.2186, -5.5519, -3.3230], [-1.7539, -4.3270, -2.1681], [-1.5134, -0.2694, -1.4052], [0.6328, -0.6397, -3.3097], [0.0557, -2.0654, -2.3733], [-0.3027, 1.5459, -1.7374], [0.5460, 2.6760, 0.2410], [4.3309, 0.8359, 2.1397], [5.1013, 2.1965, 3.9714], [3.3975, 3.0227, 5.4929], [0.6641, 3.5813, 5.8832], [-0.7504, 0.5587, 4.4180], [-0.4886, 0.8651, 6.1813], [-2.1142, 0.6263, 5.5579], [0.3094, 2.0260, 2.5850], [2.9757, -0.6710, 1.2584], [1.8245, -1.9400, -0.7709]], "forces_ev_per_a": [[-0.752, -1.709, -3.295], [1.173, -2.139, 1.149], [-0.436, 0.448, -1.499], [-0.504, 1.610, 0.552], [1.554, 0.195, 0.494], [0.007, -0.852, -1.906], [-2.774, 1.745, 1.680], [-0.290, 0.385, 3.041], [0.650, 0.310, -2.146], [2.366, -1.377, -0.572], [-1.079, 0.263, -0.505], [-0.708, 1.906, 1.034], [1.106, 0.909, 1.277], [1.004, -0.846, 1.260], [-0.375, -1.549, -0.577], [0.502, 0.044, 0.023], [-0.062, -0.812, -1.778], [1.284, -1.122, -3.611], [2.305, -0.204, -0.063], [-1.692, 0.779, 1.328], [-0.489, 0.846, 0.004], [0.516, 0.083, 0.904], [-0.835, 2.150, -3.118], [-1.905, -0.457, 0.150], [1.333, -2.392, 1.934], [0.427, -0.414, 1.470], [0.328, 1.408, 3.032], [-2.156, -0.876, -2.787], [0.875, 2.107, 0.258], [-0.216, -0.356, 0.507], [0.371, 0.411, 1.199], [1.158, 0.807, 0.386], [-0.372, 0.474, -0.309], [-0.078, -0.189, 0.302], [-0.413, 0.158, 0.766], [-0.394, -0.123, -0.732], [-0.794, -0.354, -0.600], [0.568, -1.626, -0.022], [-0.073, 0.338, -0.079], [0.256, 0.659, 0.347], [-0.559, 0.525, 0.371], [-2.044, -0.343, 0.452], [-0.720, 0.706, 0.790], [0.567, -0.312, -0.606], [0.426, -0.409, -0.275], [0.363, 0.274, -0.113], [0.821, 0.927, -0.526], [-1.066, 0.241, -0.258], [0.427, -0.938, 0.365], [0.396, -1.313, 0.304]]}


Entry 2:
{"formula": "C19H21N3O6RuS5", "method": "wB97M-V/def2-TZVPD", "spin_multiplicity": 2, "energy_ha": -3437.90581, "e_above_lowest_kj_mol": 494.1, "total_charge": 1, "lumo_energy_ha": [-0.1938, -0.1902], "homo_energy_ev": [-11.7, -11.5], "max_force_ev_per_a": 2.29, "gap_ev": [6.394, 6.362], "species": ["Ru", "C", "C", "S", "C", "C", "S", "C", "C", "S", "H", "H", "H", "H", "H", "H", "H", "H", "H", "H", "H", "H", "C", "C", "N", "C", "C", "N", "C", "O", "O", "C", "O", "O", "H", "H", "H", "H", "H", "O", "S", "O", "N", "C", "S", "C", "C", "C", "C", "C", "C", "H", "H", "H", "H"], "xyz": [[0.3817, -0.8657, -0.4238], [2.1957, -3.5282, -1.0286], [3.4204, -2.8063, -0.5128], [3.1263, -1.1365, 0.1802], [3.9877, -0.0322, -1.0074], [3.1158, 1.0817, -1.5518], [1.5302, 0.6373, -2.3252], [1.8990, -0.4700, -3.7203], [2.3573, -1.8734, -3.3748], [1.1508, -2.6865, -2.2651], [2.5068, -4.4821, -1.4574], [1.4866, -3.7222, -0.2226], [3.8314, -3.3903, 0.3108], [4.2024, -2.7130, -1.2637], [4.8009, 0.4266, -0.4441], [4.4285, -0.6404, -1.7922], [2.7895, 1.7257, -0.7333], [3.6826, 1.6855, -2.2615], [0.9337, -0.5207, -4.2271], [2.6076, 0.0335, -4.3779], [2.3925, -2.4661, -4.2892], [3.3391, -1.8904, -2.9164], [1.9270, 0.1626, 3.1419], [0.8094, -0.8008, 2.9640], [0.3719, -1.2825, 1.8091], [-0.6972, -2.0995, 2.0842], [-0.8925, -2.1346, 3.4344], [0.0702, -1.3133, 3.9588], [-1.8436, -2.8059, 4.3727], [-2.8126, -3.4973, 3.8441], [-1.6578, -2.6604, 5.5556], [-1.4233, -2.7740, 0.9737], [-2.4246, -3.4295, 1.2226], [-0.8848, -2.6243, -0.1831], [2.1454, 0.6362, 2.1893], [2.8243, -0.3478, 3.4944], [1.6540, 0.9265, 3.8686], [0.1507, -1.1576, 4.9557], [-2.7875, -3.5182, 2.8478], [-6.0010, 1.9631, 0.4145], [-5.2100, 2.0159, -0.7681], [-5.8128, 1.8563, -2.0479], [-3.9369, 0.9005, -0.6040], [-2.8301, 1.5165, -0.5264], [-1.3305, 0.6874, -0.2089], [-2.8285, 2.9911, -0.6238], [-1.7694, 3.8816, -0.5926], [-2.0539, 5.2395, -0.6672], [-3.3635, 5.6913, -0.7681], [-4.4265, 4.7935, -0.8158], [-4.1296, 3.4530, -0.7451], [-0.7501, 3.5286, -0.5120], [-1.2432, 5.9551, -0.6460], [-3.5581, 6.7540, -0.8124], [-5.4512, 5.1270, -0.9056]], "forces_ev_per_a": [[0.448, -2.229, 0.292], [-0.146, -0.155, -0.240], [0.144, 0.226, 0.164], [-1.041, -0.119, -0.682], [-0.052, -0.148, 0.249], [-0.206, -0.147, -0.114], [-0.419, 0.055, 0.621], [-0.120, 0.013, 0.307], [-0.219, -0.242, 0.172], [-0.110, 0.963, 0.756], [-0.032, -0.052, 0.072], [0.017, -0.110, -0.033], [0.046, -0.046, -0.059], [0.038, -0.056, 0.033], [0.063, -0.040, -0.059], [0.020, 0.026, 0.003], [0.054, 0.128, -0.071], [0.005, 0.039, 0.031], [0.049, 0.095, -0.121], [-0.015, 0.002, -0.023], [0.071, -0.015, 0.006], [0.010, -0.005, -0.058], [-0.096, -0.076, 0.130], [0.198, 0.290, -0.175], [-0.497, 0.498, -1.276], [-0.198, -0.164, 0.139], [-0.052, -0.034, -0.235], [-0.008, -0.078, -0.111], [0.291, 0.206, 0.063], [-0.309, -0.267, 0.005], [-0.055, 0.002, -0.055], [-0.331, 0.035, 1.214], [0.272, -0.049, -0.372], [1.114, 1.536, -0.780], [-0.016, 0.078, 0.036], [0.011, 0.034, 0.003], [0.041, 0.027, -0.015], [0.046, -0.001, 0.007], [0.113, 0.081, 0.009], [0.044, -0.001, 0.138], [0.312, 0.279, -0.002], [0.088, -0.014, -0.153], [-0.317, 0.052, -0.068], [-0.461, -0.735, -0.363], [1.349, 0.183, 0.518], [0.092, 0.379, 0.087], [-0.047, -0.028, 0.001], [0.049, -0.003, -0.001], [-0.049, -0.019, -0.020], [-0.127, 0.010, -0.034], [-0.038, -0.469, 0.055], [-0.006, -0.019, 0.009], [-0.008, 0.018, 0.014], [-0.021, 0.006, -0.017], [0.012, 0.063, 0.005]]}


Entry 3:
{"formula": "C19H21N5O4", "method": "wB97M-V/def2-TZVPD", "spin_multiplicity": 1, "energy_ha": -1311.44096, "e_above_lowest_kj_mol": 111.3, "lumo_energy_ha": 0.0155, "homo_energy_ev": -8.5, "max_force_ev_per_a": 0.91, "gap_ev": 8.960, "species": ["C", "C", "N", "C", "C", "O", "N", "C", "O", "N", "C", "C", "C", "C", "C", "O", "C", "C", "N", "C", "C", "C", "C", "C", "C", "C", "O", "N", "H", "H", "H", "H", "H", "H", "H", "H", "H", "H", "H", "H", "H", "H", "H", "H", "H", "H", "H", "H", "H"], "xyz": [[-1.9810, -4.4001, -0.4128], [-1.7786, -3.1768, 0.4864], [-0.7637, -2.2393, 0.0484], [0.5773, -2.7574, -0.0316], [1.5849, -1.6612, 0.3036], [1.2508, -0.5453, 0.6509], [2.8782, -2.0550, 0.1834], [4.0764, -1.3158, 0.4206], [5.1337, -1.8546, 0.2006], [3.8860, -0.0831, 0.8991], [4.9823, 0.8419, 1.1133], [4.8685, 2.0273, 0.2097], [3.9454, 3.0317, 0.1556], [4.3203, 3.8534, -0.9350], [5.4387, 3.2857, -1.4607], [5.7744, 2.1796, -0.7785], [-1.1696, -1.4032, -1.0671], [-2.0381, -0.2867, -0.5505], [-3.2019, -0.0871, -1.0513], [-3.9510, 0.9436, -0.5342], [-5.2220, 1.1869, -1.0651], [-5.9950, 2.2089, -0.5634], [-5.5260, 3.0116, 0.4755], [-4.2777, 2.7868, 1.0102], [-3.4790, 1.7555, 0.5144], [-2.1487, 1.5060, 1.0714], [-1.6200, 2.1289, 1.9681], [-1.4992, 0.4455, 0.4579], [-2.7770, -5.0190, -0.0089], [-2.2624, -4.0995, -1.4189], [-1.0750, -4.9998, -0.4686], [-2.7152, -2.6192, 0.5549], [-1.5093, -3.5066, 1.4945], [0.8339, -3.1857, -1.0169], [0.6938, -3.5445, 0.7190], [3.0722, -2.9989, -0.1266], [2.9354, 0.2582, 0.9982], [4.9731, 1.1628, 2.1607], [5.9111, 0.3080, 0.9002], [3.1082, 3.1718, 0.8084], [3.8247, 4.7398, -1.2733], [6.0656, 3.5636, -2.2845], [-1.7221, -1.9467, -1.8444], [-0.2803, -0.9583, -1.5208], [-5.5704, 0.5573, -1.8685], [-6.9758, 2.3926, -0.9774], [-6.1448, 3.8092, 0.8586], [-3.8876, 3.3918, 1.8148], [-0.5635, 0.1953, 0.7805]], "forces_ev_per_a": [[0.038, 0.317, 0.153], [-0.067, -0.264, 0.003], [0.411, -0.085, -0.144], [-0.394, 0.223, -0.001], [0.060, -0.319, -0.105], [-0.112, 0.269, 0.093], [0.260, -0.153, -0.062], [-0.438, -0.116, 0.068], [0.411, -0.196, -0.118], [-0.212, 0.369, 0.187], [0.235, 0.016, -0.181], [-0.661, 0.297, 0.486], [0.460, -0.512, 0.149], [0.435, -0.129, -0.345], [-0.530, 0.720, -0.174], [0.324, -0.422, 0.077], [0.016, -0.028, 0.094], [-0.186, -0.036, -0.224], [0.150, -0.566, -0.432], [0.010, 0.494, 0.448], [-0.016, 0.064, 0.055], [0.010, -0.099, -0.086], [0.064, 0.096, 0.129], [0.050, -0.012, 0.024], [-0.317, -0.082, -0.262], [0.112, -0.096, -0.061], [0.022, 0.123, 0.128], [0.126, 0.161, 0.158], [-0.082, -0.121, -0.002], [-0.040, -0.036, -0.130], [0.072, -0.101, -0.025], [-0.009, -0.038, 0.115], [-0.109, 0.045, -0.003], [0.053, -0.028, 0.139], [0.045, -0.025, -0.068], [-0.014, 0.159, 0.029], [0.110, -0.202, -0.090], [0.096, -0.049, -0.162], [-0.087, 0.099, 0.140], [-0.178, -0.017, 0.203], [-0.044, 0.196, -0.132], [0.146, -0.052, -0.086], [0.033, 0.136, 0.051], [-0.021, -0.035, -0.027], [-0.021, -0.076, -0.084], [-0.071, 0.003, -0.041], [-0.033, 0.063, 0.038], [0.023, 0.055, 0.065], [-0.129, -0.013, 0.013]]}